Entry 1:
This record from the Open Molecules 2025 dataset describes a cluster of 7 separate species, C4H23NO7 in total at a distorted geometry. The level of theory is ωB97M-V/def2-TZVPD.

## Properties
- Kohn-Sham gap (eV) = 9.886
- relative energy (zero: lowest compared OMol25 entry of this formula, charge and spin) (kJ/mol) = 310.2
- net charge = 0
- SMILES string = COC[C@H](C)N.O.O.O.O.O.O
- largest force on an atom (hartree/bohr) = 0.050

Last column: Mulliken charge in e.
Atoms and positions in Å:
1 C 16.45552 1.53797 -17.93106  -0.716
2 O 16.22700 2.49044 -16.86161  -0.337
3 C 15.70625 2.02551 -15.58530  -0.613
4 C 14.45640 1.13679 -15.54819  0.423
5 C 13.13140 1.81971 -15.74884  -1.306
6 N 14.30725 0.51291 -14.26498  -0.801
7 H 15.54464 0.94914 -18.03909  0.236
8 H 17.20349 0.78789 -17.67413  0.310
9 H 16.52352 1.90738 -18.95430  0.316
10 H 16.51448 1.45542 -15.12718  0.316
11 H 15.57766 2.89657 -14.94280  0.267
12 H 14.47160 0.30351 -16.25069  0.333
13 H 13.03458 2.63306 -15.02968  0.329
14 H 12.32810 1.09765 -15.89526  0.409
15 H 13.34371 2.19732 -16.74906  0.289
16 H 13.58193 -0.15639 -14.47955  0.306
17 H 14.98702 -0.23043 -14.19115  0.238
18 O 14.05312 -5.12884 -10.33843  -0.641
19 H 13.75900 -5.36865 -9.45967  0.323
20 H 13.90085 -5.91358 -10.86495  0.319
21 O 5.13813 -3.88648 -16.55953  -0.639
22 H 5.92882 -4.37072 -16.32171  0.317
23 H 5.11696 -3.14783 -15.95111  0.322
24 O 12.15168 -0.47689 -7.88337  -0.639
25 H 12.62676 -0.18327 -8.66075  0.323
26 H 12.17230 0.27494 -7.29129  0.316
27 O 9.06765 -2.58151 -11.62547  -0.643
28 H 9.56605 -2.94438 -12.35769  0.319
29 H 9.69687 -2.53699 -10.90551  0.322
30 O 10.98758 -4.32709 -15.81703  -0.633
31 H 11.15497 -3.88941 -16.65168  0.318
32 H 11.23265 -5.23947 -15.97111  0.318
33 O 5.29864 0.22858 -13.54743  -0.638
34 H 5.98090 -0.37746 -13.25852  0.323
35 H 5.69205 1.09597 -13.45207  0.314

Entry 2:
This record from the Open Molecules 2025 dataset describes an isolated molecule of C5H8O2 at a distorted geometry. The level of theory is ωB97M-V/def2-TZVPD.

## Properties
- Kohn-Sham gap (eV) = 9.448
- relative energy (zero: lowest compared OMol25 entry of this formula, charge and spin) (kJ/mol) = 377.3
- net charge = 0
- SMILES string = C[C@]1(CC=O)CO1
- largest force on an atom (hartree/bohr) = 0.039

Last column: Mulliken charge in e.
Atoms and positions in Å:
1 C -0.00570 -1.40419 -1.26674  -1.466
2 C 0.13776 -0.32984 -0.24485  1.263
3 C -1.00089 0.04075 0.71850  -0.577
4 C -0.24621 0.98666 1.67172  0.047
5 O -0.35697 1.10757 2.86105  -0.519
6 C 0.87351 0.86767 -0.60320  -0.959
7 O 1.26327 -0.29955 0.57794  -0.537
8 H -0.27199 -2.34772 -0.79486  0.355
9 H -0.78162 -1.10828 -1.98152  0.317
10 H 0.94335 -1.51773 -1.79966  0.378
11 H -1.85533 0.54430 0.24583  0.301
12 H -1.34834 -0.84664 1.25880  0.330
13 H 0.48836 1.58825 1.10269  0.404
14 H 0.32437 1.83363 -0.68106  0.296
15 H 1.83644 0.88511 -1.06464  0.367

Entry 3:
This record from the Open Molecules 2025 dataset describes a structure of composition C4H13N4 at a distorted geometry. The level of theory is ωB97M-V/def2-TZVPD.

## Properties
- expectation value of S² = 2.01
- Kohn-Sham gap (spin up / spin down) (eV) = 7.581 / 7.842
- relative energy (zero: lowest compared OMol25 entry of this formula, charge and spin) (kJ/mol) = 354.9
- net charge = +1
- largest force on an atom (hartree/bohr) = 0.105
- spin multiplicity = 3

Last column: Löwdin spin population.
Atoms and positions in Å:
1 C -2.23563 1.44574 0.59167  0.008
2 C 2.07158 0.87745 0.14380  0.047
3 C -1.60520 0.20411 -0.05253  0.022
4 C -0.21930 0.30872 -0.51902  0.101
5 N 0.53398 -2.07295 -0.35812  0.484
6 N 0.13565 -1.29082 -1.39434  0.073
7 N 0.81463 0.19769 0.39165  0.347
8 N 0.74143 -0.87756 1.07754  0.845
9 H -2.14727 2.23651 -0.14519  0.000
10 H -1.78743 1.54194 1.52924  0.000
11 H -3.33253 1.20141 0.68949  0.000
12 H 1.90127 1.99444 -0.12585  0.000
13 H 2.62623 0.84309 1.02992  0.004
14 H 2.66403 0.39354 -0.57171  0.014
15 H -1.68328 -0.60414 0.74314  0.006
16 H -2.20061 -0.10809 -0.86368  0.001
17 H -0.12009 0.91725 -1.30501  0.003
18 H 1.52255 -2.36332 -0.34186  0.007
19 H -0.20950 -2.76847 -0.18756  0.007
20 H 0.93009 -0.92730 -1.92956  0.002
21 H 1.59938 -1.14925 1.59796  0.028

Entry 4:
This record from the Open Molecules 2025 dataset describes a cluster of 2 separate species, C16H28BrF8NO5PS2 in total at a distorted geometry. The level of theory is ωB97M-V/def2-TZVPD.

## Properties
- Kohn-Sham gap (eV) = 6.689
- net charge = -1
- largest force on an atom (hartree/bohr) = 0.087

Last column: Mulliken charge in e.
Atoms and positions in Å:
1 C -1.51611 -3.34461 -2.61659  -0.863
2 C -3.03114 -3.46040 -2.30456  -0.390
3 N -3.39140 -3.94453 -0.95108  0.235
4 C -3.95215 -2.89084 -0.09425  -0.345
5 C -5.34504 -2.43642 -0.61804  -1.604
6 C -2.36010 -4.69160 -0.31810  -0.193
7 S -2.30863 -6.32445 -0.60239  -0.221
8 S -1.03350 -3.98148 0.68967  -0.146
9 C -1.71622 -3.28387 2.24138  -0.185
10 C -0.81410 -2.19580 2.91262  -0.853
11 C 0.28194 -1.54932 2.01386  -1.502
12 P -0.32760 -0.28663 0.70272  2.148
13 C -0.58006 0.79861 -0.88822  -0.424
14 O -0.29444 -0.01005 -2.05537  -0.259
15 O 1.09496 -0.05686 -2.26126  -0.342
16 O -1.98741 -0.31726 1.15600  -0.317
17 C -2.39058 0.73830 1.98671  -0.745
18 C -1.15765 1.73179 2.12121  -0.104
19 Br -1.71555 3.39095 1.09010  -0.317
20 O -0.00923 1.15458 1.70183  -0.619
21 H -0.95168 -2.77911 -1.86131  0.041
22 H -1.06511 -4.32886 -2.82924  0.349
23 H -1.42768 -2.76544 -3.55592  0.390
24 H -3.48062 -4.12873 -3.06006  0.179
25 H -3.46637 -2.46196 -2.48165  0.347
26 H -3.25456 -2.04377 0.04753  0.495
27 H -4.14297 -3.35318 0.88956  0.392
28 H -5.86513 -3.28561 -1.09066  0.354
29 H -5.24542 -1.59879 -1.32557  0.311
30 H -5.98030 -2.08705 0.21078  0.447
31 H -2.72942 -2.87479 2.15502  -0.003
32 H -1.79657 -4.13073 2.94797  0.587
33 H -0.28620 -2.70428 3.74862  0.484
34 H -1.44158 -1.43298 3.39871  0.115
35 H 0.92149 -0.95995 2.70663  0.482
36 H 0.96728 -2.28837 1.56191  0.545
37 H -0.36518 -1.38735 -0.23655  -0.815
38 H 1.09159 -0.17985 0.36723  -0.252
39 H 0.14402 1.63137 -0.88760  0.010
40 H -1.62655 1.12066 -1.02983  0.294
41 H 1.41904 -0.87539 -1.85625  0.308
42 H -2.54145 0.41064 3.04710  0.218
43 H -3.35612 1.19966 1.73679  0.394
44 H -1.13110 2.09822 3.15934  0.470
45 C 3.72838 3.00189 -1.48823  -0.786
46 C 3.68347 2.44940 -0.04826  0.793
47 C 2.92436 3.27783 0.99072  0.309
48 F 3.48310 4.49665 1.17275  -0.269
49 F 2.96329 2.64655 2.18728  -0.261
50 F 4.95109 2.20371 0.37315  -0.316
51 F 3.05416 1.25843 -0.12325  -0.249
52 O 4.91782 3.69278 -1.89014  -0.422
53 C 5.04574 5.05116 -1.64999  0.817
54 C 6.23540 5.34915 -0.73719  0.193
55 F 6.08581 4.76319 0.46391  -0.209
56 F 6.33604 6.68516 -0.53007  -0.264
57 F 3.90223 5.57361 -1.18446  -0.280
58 F 5.27751 5.63771 -2.84835  -0.316
59 H 3.70739 2.12367 -2.13352  0.383
60 H 2.82960 3.56355 -1.74137  0.381
61 H 1.87613 3.40284 0.70421  0.181
62 H 7.16308 4.98826 -1.18598  0.219